# 1
Here is one molecule with the formula C2F4 at a distorted geometry from OMol25. Energies are from ωB97M-V with the def2-TZVPD basis set.

Last column: Löwdin charge in e.
CARTESIAN COORDINATES (ANGSTROEM)
C (0.08, -0.32, -1.09)  0.091
C (-0.31, 0.19, 0.27)  -0.598
F (1.31, -0.05, -1.37)  0.101
F (0.23, 1.36, 0.57)  0.172
F (0.35, -0.97, 0.85)  0.062
F (-1.61, 0.14, 0.49)  0.171

Properties
Multiplicity = 1
HOMO energy = -10.09 eV
Total charge = 0
Largest force on an atom = 2.46 eV Å⁻¹
Energy above the lowest of the compared OMol25 structures with the same formula, charge and spin = 51.5 kcal/mol

# 2
Here is C2F5GdNO4S2 as an isolated structure at a distorted geometry from OMol25. Energies are from ωB97M-V with the def2-TZVPD basis set.

Last column: Löwdin charge in e.
CARTESIAN COORDINATES (ANGSTROEM)
Gd (0.67, 0.73, 2.70)  1.933
F (0.04, 3.00, 1.58)  -0.345
N (-1.05, -0.64, -0.73)  -0.274
S (-1.54, -0.29, 0.79)  0.664
O (-2.95, -0.61, 0.92)  -0.203
O (-0.65, -0.98, 1.79)  -0.508
C (-0.89, 1.49, 1.00)  -0.300
F (-2.06, 2.16, 1.16)  0.065
S (0.30, 0.00, -1.19)  0.749
O (0.79, 0.88, 0.01)  -0.437
O (0.28, 0.67, -2.47)  -0.197
C (1.56, -1.37, -1.35)  -0.701
F (1.89, -1.83, -0.17)  0.167
F (1.01, -2.33, -2.06)  0.193
F (2.62, -0.90, -1.97)  0.194

Properties
Multiplicity = 8
HOMO energy (alpha / beta) = -14.18 / -13.69 eV
Total charge = +1
Largest force on an atom = 4.94 eV Å⁻¹

# 3
Here is C2F5NO4PdS2 as an isolated structure at a distorted geometry from OMol25. Energies are from ωB97M-V with the def2-TZVPD basis set.

Last column: Löwdin charge in e.
CARTESIAN COORDINATES (ANGSTROEM)
Pd (-1.91, 1.26, 0.92)  0.977
F (-3.25, -0.47, -0.41)  -0.078
N (0.51, -0.70, 0.34)  -0.303
S (-0.57, -0.69, 1.56)  0.679
O (-0.18, -1.74, 2.50)  -0.240
O (-0.66, 0.69, 2.17)  -0.454
C (-2.26, -0.72, 0.72)  -0.391
F (-2.88, -1.76, 1.34)  0.015
S (0.35, 0.32, -0.84)  0.702
O (-1.00, 1.04, -0.73)  -0.461
O (0.61, -0.26, -2.14)  -0.239
C (1.65, 1.64, -0.62)  -0.707
F (1.26, 2.53, 0.27)  0.160
F (2.75, 1.06, -0.20)  0.168
F (1.86, 2.23, -1.78)  0.171

Properties
Multiplicity = 3
HOMO energy (alpha / beta) = -8.78 / -10.78 eV
Total charge = 0
Largest force on an atom = 8.13 eV Å⁻¹
Energy above the lowest of the compared OMol25 structures with the same formula, charge and spin = 0.0 kcal/mol

# 4
Here is a 2-piece molecular cluster, C2F5P overall at a distorted geometry from OMol25. Energies are from ωB97M-V with the def2-TZVPD basis set.

Last column: Löwdin charge in e.
CARTESIAN COORDINATES (ANGSTROEM)
C (0.01, -1.46, -0.75)  -0.387
C (-0.36, -0.71, 0.26)  -0.070
F (-0.18, -0.91, -1.99)  0.043
F (0.29, -2.74, -0.85)  0.147
F (-0.24, -0.79, 1.56)  0.075
F (1.31, 2.09, 0.77)  -0.358
F (-0.86, 2.24, 1.17)  -0.372
P (0.03, 2.28, -0.17)  0.922

Properties
Multiplicity = 1
HOMO energy (alpha / beta) = -8.87 / -10.11 eV
Total charge = 0
Largest force on an atom = 3.00 eV Å⁻¹
Energy above the lowest of the compared OMol25 structures with the same formula, charge and spin = 34.9 kcal/mol

# 5
Here is C2F6NO3S2Yb as an isolated structure at a distorted geometry from OMol25. Energies are from ωB97M-V with the def2-TZVPD basis set.

Last column: Löwdin charge in e.
CARTESIAN COORDINATES (ANGSTROEM)
N (0.30, 0.06, 0.14)  -0.546
S (0.98, 1.26, -0.83)  0.936
O (1.90, 2.04, 0.07)  -0.505
C (-0.59, 2.30, -0.82)  -0.793
F (-0.92, 2.66, 0.41)  0.127
F (-1.58, 1.62, -1.36)  0.126
F (-0.34, 3.38, -1.54)  0.128
S (0.36, -1.45, -0.39)  0.548
O (0.38, -2.21, 0.89)  -0.499
O (1.30, -1.75, -1.45)  -0.284
C (-1.33, -1.79, -1.12)  -0.715
F (-2.26, -1.47, -0.24)  0.155
F (-1.47, -1.06, -2.21)  0.157
F (-1.41, -3.07, -1.42)  0.165
Yb (0.70, -0.46, 2.65)  1.000

Properties
Multiplicity = 2
HOMO energy (alpha / beta) = -6.15 / -9.28 eV
Total charge = 0
Largest force on an atom = 1.83 eV Å⁻¹
Energy above the lowest of the compared OMol25 structures with the same formula, charge and spin = 0.0 kcal/mol

# 6
Here is C2F6NO4PtS2Te4 as an isolated structure at a distorted geometry from OMol25. Energies are from ωB97M-V with the def2-TZVPD basis set.

Last column: Löwdin charge in e.
CARTESIAN COORDINATES (ANGSTROEM)
Pt (2.44, -0.03, -0.97)  0.229
Te (0.19, -1.29, -0.75)  0.963
Te (1.68, -2.90, -2.41)  0.256
Te (4.16, -2.64, -3.40)  0.184
Te (4.87, -0.31, -2.25)  0.378
F (0.07, -1.39, 3.89)  0.201
C (-0.65, -1.15, 2.82)  -0.688
F (-0.68, -2.24, 2.04)  0.094
F (-1.88, -0.81, 3.12)  0.186
S (0.12, 0.26, 1.87)  0.601
O (1.45, -0.15, 1.49)  -0.423
O (-0.06, 1.45, 2.62)  -0.194
N (-0.82, 0.21, 0.49)  -0.575
S (-0.78, 1.63, -0.39)  0.612
O (0.49, 1.63, -1.09)  -0.413
O (-1.21, 2.75, 0.36)  -0.191
C (-2.12, 1.30, -1.65)  -0.696
F (-3.21, 0.94, -0.99)  0.178
F (-1.76, 0.32, -2.47)  0.096
F (-2.31, 2.41, -2.32)  0.201

Properties
Multiplicity = 5
HOMO energy (alpha / beta) = -11.88 / -12.28 eV
Total charge = +1
Largest force on an atom = 1.32 eV Å⁻¹

# 7
Here is C2FI2O2 as an isolated structure at a distorted geometry from OMol25. Energies are from ωB97M-V with the def2-TZVPD basis set.

Last column: Löwdin charge in e.
CARTESIAN COORDINATES (ANGSTROEM)
C (1.40, -0.07, -0.49)  -0.656
C (-0.62, 0.00, 0.24)  -1.171
O (1.60, -1.23, -0.65)  0.063
O (1.61, 1.03, -0.45)  0.116
F (-0.21, 0.08, 1.55)  -0.234
I (-1.65, 1.88, -0.23)  0.493
I (-2.13, -1.68, 0.04)  0.389

Properties
Multiplicity = 1
HOMO energy = -3.90 eV
Total charge = -1
Largest force on an atom = 6.99 eV Å⁻¹
Energy above the lowest of the compared OMol25 structures with the same formula, charge and spin = 16.1 kcal/mol

# 8
Here is one molecule with the formula C2FN5 at a distorted geometry from OMol25. Energies are from ωB97M-V with the def2-TZVPD basis set.

Last column: Löwdin charge in e.
CARTESIAN COORDINATES (ANGSTROEM)
C (1.88, 0.13, 0.00)  -0.176
C (0.70, -0.54, 0.00)  -0.053
N (2.85, 0.75, 0.00)  0.217
N (-0.04, -1.50, 0.00)  0.080
N (-1.39, -1.38, 0.00)  -0.037
N (-1.78, -0.19, 0.00)  -0.020
N (-0.91, 0.72, 0.00)  -0.032
F (-1.29, 2.01, 0.00)  0.022

Properties
Multiplicity = 1
HOMO energy = -10.51 eV
Total charge = 0
Largest force on an atom = 3.52 eV Å⁻¹
Energy above the lowest of the compared OMol25 structures with the same formula, charge and spin = 66.6 kcal/mol

# 9
Here is one molecule with the formula C2FNS at a distorted geometry from OMol25. Energies are from ωB97M-V with the def2-TZVPD basis set.

Last column: Löwdin charge in e.
CARTESIAN COORDINATES (ANGSTROEM)
N (-0.53, -1.95, 0.66)  0.231
C (-0.18, -0.89, 0.37)  -0.231
C (0.22, 0.38, 0.03)  -0.489
F (0.34, 1.35, 0.88)  0.072
S (0.14, 1.11, -1.94)  0.416

Properties
SMILES = N#CC(F)=S
Multiplicity = 1
HOMO energy (alpha / beta) = -9.85 / -9.85 eV
Total charge = 0
Largest force on an atom = 8.92 eV Å⁻¹
Energy above the lowest of the compared OMol25 structures with the same formula, charge and spin = 62.1 kcal/mol

# 10
Here is a 2-piece molecular cluster, C2H10B2N2 overall at a distorted geometry from OMol25. Energies are from ωB97M-V with the def2-TZVPD basis set.

Last column: Löwdin charge in e.
CARTESIAN COORDINATES (ANGSTROEM)
B (-0.34, -0.87, -0.41)  -0.493
N (0.31, -1.18, 0.79)  0.049
C (1.33, -0.29, 1.22)  -0.163
C (1.45, 0.63, -0.05)  -0.190
N (0.40, 0.28, -0.99)  0.047
H (-1.02, -1.49, -1.07)  0.074
H (-0.10, -1.82, 1.49)  0.133
H (0.96, 0.28, 2.03)  0.104
H (2.26, -0.80, 1.33)  0.102
H (1.41, 1.66, 0.30)  0.104
H (2.47, 0.56, -0.36)  0.093
H (0.26, 0.91, -1.84)  0.143
B (-2.27, 0.46, -0.58)  -0.007
H (-3.05, -0.48, -0.61)  -0.018
H (-1.77, 0.97, 0.42)  0.002
H (-2.31, 1.18, -1.68)  0.019

Properties
SMILES = B1NCCN1.B
Multiplicity = 1
HOMO energy = -8.54 eV
Total charge = 0
Largest force on an atom = 4.27 eV Å⁻¹
Energy above the lowest of the compared OMol25 structures with the same formula, charge and spin = 43.1 kcal/mol